# 1
Density functional theory data (ωB97M-V with the def2-TZVPD basis set) for C32H32BrN4O2Re as an isolated structure in a non-equilibrium geometry.

Output
- HOMO energy (spin up / spin down): -0.5845 / -0.5878 Eh
- Lowest unoccupied orbital energy (spin up / spin down): -9.1101 / -11.8816 eV
- Orbital gap (spin up / spin down): 6.80 / 4.11 eV
- E: -4259.32507 Eh
- Total charge: +3
- 2S+1: 4
- Energy relative to the best compared isomer or geometry (same formula, charge and spin): 16.9 kcal/mol

Last column: Mulliken spin population.
Geometry (Å):
Re (0.09087, 1.06992, 0.27142)  1.71
C (1.68228, -1.00157, 3.76615)  0.01
C (2.05854, 0.43181, 3.39885)  -0.03
C (2.73611, 1.15184, 4.57665)  0.02
C (0.88130, 1.26126, 2.94911)  0.17
C (1.05929, 2.28995, 1.99747)  -0.09
C (-0.02908, 3.10311, 1.58548)  0.00
C (-1.28601, 2.97796, 2.20572)  0.04
C (-2.41895, 3.87682, 1.84494)  0.00
C (-1.42471, 2.01452, 3.22114)  0.08
C (-0.38551, 1.17409, 3.56429)  -0.01
H (2.58556, -1.57386, 3.97169)  0.00
H (1.14191, -1.50906, 2.96142)  0.00
H (1.07115, -1.04324, 4.66862)  0.00
H (2.77010, 0.40172, 2.56603)  0.00
H (2.05651, 1.21903, 5.42809)  0.00
H (3.05392, 2.16099, 4.31224)  0.00
H (3.61486, 0.59097, 4.89192)  0.00
H (2.06953, 2.54946, 1.69652)  0.00
H (0.14897, 3.95145, 0.93503)  0.00
H (-2.27879, 4.34280, 0.87079)  0.00
H (-2.48652, 4.67935, 2.58587)  0.00
H (-3.36954, 3.34493, 1.86319)  0.00
H (-2.37409, 1.92927, 3.73593)  0.00
H (-0.53867, 0.43991, 4.34613)  0.00
O (-1.88793, -1.50343, 2.92199)  0.20
C (-2.95768, -1.90437, 2.22844)  0.22
C (-3.87815, -2.73261, 2.89120)  0.11
C (-5.01213, -3.14790, 2.23418)  0.03
C (-5.25063, -2.74478, 0.91596)  0.24
C (-4.33026, -1.92865, 0.25464)  0.09
C (-3.17404, -1.50981, 0.88509)  0.07
C (-2.15398, -0.71701, 0.12129)  0.05
O (-1.60976, 0.37267, 0.87042)  0.06
N (-1.00760, -1.56590, -0.20466)  0.00
N (0.07586, -0.78068, -0.63406)  -0.14
C (0.99047, -1.31220, -1.39987)  0.07
C (2.23161, -0.70115, -1.65986)  -0.01
Br (2.54477, 0.89151, -0.60301)  0.01
C (3.24109, -1.06481, -2.51260)  0.02
C (3.42874, -2.26776, -3.25637)  0.01
C (4.28420, -2.18357, -4.37483)  0.02
C (4.49560, -3.28470, -5.17852)  -0.01
C (3.89873, -4.49589, -4.85090)  0.02
C (3.09668, -4.61384, -3.71213)  -0.01
C (2.85750, -3.51444, -2.92247)  0.01
H (-1.40732, -0.83234, 2.41082)  0.00
H (-3.67236, -3.01346, 3.91571)  0.00
H (-5.72818, -3.78061, 2.74077)  0.01
H (-6.14901, -3.06380, 0.40541)  -0.01
H (-4.52945, -1.62523, -0.76715)  0.01
H (-2.64309, -0.30824, -0.77139)  -0.01
H (-1.22210, -2.33254, -0.83723)  0.00
H (0.78921, -2.27229, -1.86403)  0.01
H (4.01752, -0.31870, -2.66233)  0.00
H (4.76214, -1.24104, -4.61265)  0.00
H (5.13776, -3.21004, -6.04483)  0.00
H (4.08166, -5.36738, -5.46578)  0.00
H (2.68955, -5.57776, -3.43998)  0.00
H (2.30840, -3.64268, -1.99868)  0.00
N (-1.47994, 4.92001, -5.91259)  0.01
C (-1.23104, 4.31853, -4.96693)  0.00
C (-0.91689, 3.56581, -3.78985)  0.01
C (0.07023, 4.00378, -2.90755)  -0.01
C (0.34170, 3.25433, -1.78773)  0.01
N (-0.30952, 2.10363, -1.50606)  0.01
C (-1.25453, 1.67953, -2.36994)  0.01
C (-1.58664, 2.37710, -3.50812)  0.00
H (0.61813, 4.91763, -3.09123)  0.00
H (1.10470, 3.57206, -1.09143)  0.01
H (-1.74872, 0.74959, -2.13666)  0.00
H (-2.35432, 1.99997, -4.16921)  0.00

Atoms 1-3, force components in eV/Å:
0.973 0.048 -0.147
0.032 0.023 0.012
0.015 0.070 0.028

# 2
Density functional theory data (ωB97M-V with the def2-TZVPD basis set) for C32H32Cl2KN6OPS2 as an isolated structure.

Output
- HOMO energy: -0.0182 Eh
- Lowest unoccupied orbital energy: 3.7452 eV
- Orbital gap: 4.24 eV
- E: -4300.54838 Eh
- Total charge: -2
- 2S+1: 1

Last column: natural (NBO) charge in e.
Geometry (Å):
K (0.28720, 0.26760, 0.21689)  0.89
S (-3.39183, -0.82778, 0.84357)  -0.53
C (-4.27436, 0.65770, 1.02710)  -0.32
C (-5.57687, 0.52679, 1.62540)  0.32
N (-6.61260, 0.37731, 2.11538)  -0.45
C (-3.85588, 1.90874, 0.65461)  -0.30
S (-2.34228, 2.33064, -0.09391)  -0.51
C (-4.75390, 3.01071, 0.88442)  0.31
N (-5.45006, 3.91776, 1.05052)  -0.45
Cl (4.28727, 2.24467, 2.93932)  -0.05
C (3.97818, 0.52460, 2.92663)  -0.21
C (4.59558, -0.26465, 3.89406)  -0.20
C (4.39825, -1.61868, 3.93804)  -0.14
Cl (5.20848, -2.56720, 5.17652)  -0.08
C (3.55284, -2.25182, 2.99497)  -0.03
C (3.29114, -3.63954, 2.96657)  -0.18
C (2.46217, -4.15283, 2.00821)  -0.27
C (1.88419, -3.27460, 1.07419)  0.02
N (2.10081, -1.98437, 1.07491)  -0.39
C (2.92224, -1.45139, 2.00748)  0.05
C (3.11314, 0.01076, 1.93022)  0.46
O (2.56262, 0.68648, 1.03463)  -0.75
H (5.24217, 0.21078, 4.62079)  0.22
H (3.75025, -4.27774, 3.71002)  0.21
H (2.24138, -5.21241, 1.96320)  0.20
H (1.20193, -3.65335, 0.31511)  0.18
C (1.06360, 5.03680, 0.52458)  -0.25
C (1.67170, 5.51163, -0.62093)  -0.18
C (1.78080, 4.67780, -1.72328)  -0.25
C (1.27630, 3.38502, -1.62611)  0.17
N (0.71460, 2.92508, -0.51774)  -0.40
C (0.59627, 3.72964, 0.53091)  0.10
C (1.34152, 2.42275, -2.77354)  0.20
C (1.58550, 2.85736, -4.07520)  -0.24
C (1.65753, 1.92760, -5.09832)  -0.18
C (1.49110, 0.58780, -4.79844)  -0.27
C (1.23567, 0.24910, -3.47894)  0.05
N (1.14646, 1.13517, -2.49356)  -0.40
H (0.94507, 5.65654, 1.40330)  0.21
H (2.05926, 6.52231, -0.66270)  0.20
H (2.26428, 5.02934, -2.62442)  0.20
H (0.08830, 3.31532, 1.39335)  0.22
H (1.69518, 3.91059, -4.29051)  0.21
H (1.83713, 2.25102, -6.11651)  0.20
H (1.54227, -0.18079, -5.55895)  0.21
H (1.08775, -0.78570, -3.18891)  0.20
C (1.45063, -4.29898, -3.00410)  -0.61
C (0.29513, -3.50554, -3.60975)  -0.70
P (-0.73165, -2.65533, -2.32104)  0.81
C (-1.69238, -4.12615, -1.75244)  -0.70
C (-2.85694, -3.76393, -0.83872)  -0.61
C (-1.96289, -1.82805, -3.42372)  -0.70
C (-2.64316, -0.62082, -2.77678)  -0.64
H (2.06699, -4.76928, -3.77439)  0.19
H (1.08681, -5.09357, -2.34887)  0.20
H (2.09333, -3.65401, -2.40068)  0.22
H (-0.34104, -4.15118, -4.22634)  0.20
H (0.68519, -2.72929, -4.27552)  0.21
H (-0.99053, -4.78593, -1.23141)  0.21
H (-2.04672, -4.67003, -2.63666)  0.19
H (-2.52973, -3.17989, 0.02198)  0.23
H (-3.37045, -4.65971, -0.48055)  0.19
H (-3.59374, -3.13701, -1.34229)  0.23
H (-2.69538, -2.57172, -3.76018)  0.20
H (-1.40750, -1.51959, -4.31742)  0.21
H (-3.13653, -0.86899, -1.83318)  0.26
H (-3.38356, -0.18402, -3.45182)  0.20
H (-1.92640, 0.16341, -2.52268)  0.23
C (-1.85524, -4.96859, 2.51707)  -0.59
C (-2.27972, -3.58373, 3.00499)  -0.53
C (-1.25425, -2.56318, 2.79407)  0.31
N (-0.54647, -1.67861, 2.61415)  -0.34
H (-2.64771, -5.69384, 2.70616)  0.20
H (-0.95191, -5.30409, 3.03040)  0.20
H (-1.65238, -4.95596, 1.44870)  0.22
H (-2.51778, -3.60925, 4.06906)  0.23
H (-3.16204, -3.20539, 2.47751)  0.29

Atoms 1-3, force components in eV/Å:
-0.921 -0.298 -0.075
-0.069 -0.027 0.010
-0.056 -0.022 0.016

# 3
Density functional theory data (ωB97M-V with the def2-TZVPD basis set) for C32H32CuN9OPSi as an isolated structure.

Output
- HOMO energy (spin up / spin down): -0.2352 / -0.3133 Eh
- Lowest unoccupied orbital energy (spin up / spin down): -0.4905 / -0.8890 eV
- Orbital gap (spin up / spin down): 5.91 / 7.64 eV
- E: -4078.03683 Eh
- 2S+1: 2
- Energy relative to the best compared isomer or geometry (same formula, charge and spin): 0.0 kcal/mol

Last column: Mulliken spin population.
Geometry (Å):
Cu (-0.81278, 0.02886, -0.56752)  -0.04
N (-3.38089, 1.60115, -1.67887)  0.00
C (-3.11134, 0.53549, -2.45718)  -0.02
N (-3.78654, 0.42927, -3.59208)  0.05
C (-3.46507, -0.64265, -4.32899)  0.00
N (-4.11634, -0.78413, -5.49783)  0.01
N (-2.57536, -1.58599, -4.01159)  0.06
C (-1.98154, -1.43016, -2.82601)  0.08
N (-2.20150, -0.36185, -2.01843)  0.05
C (-1.07560, -2.46485, -2.39153)  0.33
C (-0.58650, -3.41570, -3.30545)  -0.08
C (0.20640, -4.45258, -2.91089)  0.20
C (0.53168, -4.59106, -1.52698)  0.02
C (0.05419, -3.69682, -0.64193)  0.07
N (-0.72813, -2.62860, -1.03579)  0.16
H (-3.93392, 2.33032, -2.09480)  0.00
H (-2.77486, 1.83511, -0.91205)  0.00
H (-4.77489, -0.08372, -5.78149)  0.00
H (-3.90729, -1.57117, -6.08226)  0.00
H (-0.87482, -3.28169, -4.33776)  0.01
H (0.57378, -5.16824, -3.63370)  0.02
H (1.15771, -5.39868, -1.17530)  0.00
H (0.26210, -3.73449, 0.41771)  0.03
N (0.34815, 6.15766, -0.95479)  0.00
C (0.01446, 5.12094, -1.35005)  0.00
N (-0.42078, 3.97843, -1.85027)  0.00
C (-0.29196, 2.79835, -1.44489)  0.00
N (-0.19192, 1.66961, -1.12798)  0.00
O (-1.59238, -2.21827, 1.03448)  0.03
C (-1.14002, -1.73379, 0.04189)  0.00
C (4.30149, -1.54577, -1.81535)  0.00
P (2.66463, -0.71843, -1.65118)  0.00
C (3.22468, 0.80637, -0.79288)  0.00
C (2.48330, -0.03504, -3.34921)  0.00
H (5.05170, -0.85798, -2.21284)  0.00
H (4.21572, -2.40748, -2.48039)  0.00
H (4.62876, -1.90518, -0.83719)  0.00
H (4.04543, 1.28561, -1.33279)  0.00
H (3.56092, 0.56271, 0.21735)  0.00
H (2.39188, 1.50729, -0.70648)  0.00
H (3.38693, 0.49695, -3.65648)  0.00
H (1.63750, 0.65548, -3.36740)  0.00
H (2.28307, -0.84141, -4.05712)  0.00
C (1.63593, -3.26038, 3.83534)  0.00
C (0.51413, -2.61595, 4.33930)  0.00
C (-0.00680, -1.50682, 3.68247)  0.00
C (0.58962, -1.02383, 2.51618)  0.00
C (1.71945, -1.68157, 2.02202)  0.00
C (2.24048, -2.79158, 2.67383)  0.00
Si (-0.12451, 0.46080, 1.63597)  -0.01
C (-1.77503, 0.98140, 2.34074)  0.01
C (-3.00036, 0.62531, 1.76955)  0.01
C (-4.19866, 1.05830, 2.32272)  0.00
C (-4.18817, 1.84234, 3.46807)  0.00
C (-2.98000, 2.19186, 4.05931)  0.00
C (-1.78315, 1.77268, 3.49532)  0.00
C (1.05222, 1.88990, 1.86120)  0.01
C (2.28955, 1.69795, 2.48132)  0.00
C (3.15266, 2.76709, 2.69264)  0.00
C (2.79137, 4.04342, 2.28395)  0.00
C (1.55371, 4.25959, 1.68631)  0.00
C (0.69409, 3.19079, 1.48605)  0.00
H (2.03719, -4.13025, 4.34261)  0.00
H (0.03652, -2.98429, 5.23954)  0.00
H (-0.89614, -1.02315, 4.07282)  0.00
H (2.18509, -1.33619, 1.10327)  0.00
H (3.11489, -3.29426, 2.27612)  0.00
H (-3.02562, -0.02018, 0.89694)  -0.01
H (-5.13830, 0.77995, 1.86085)  0.00
H (-5.12165, 2.18189, 3.90027)  0.00
H (-2.96927, 2.79941, 4.95628)  0.00
H (-0.84331, 2.06873, 3.95208)  0.00
H (2.58166, 0.70534, 2.80420)  0.00
H (4.10858, 2.60259, 3.17536)  0.00
H (3.47083, 4.87328, 2.43460)  0.00
H (1.26103, 5.25492, 1.37431)  0.00
H (-0.27808, 3.37705, 1.04275)  0.00

Atoms 1-3, force components in eV/Å:
-0.125 -0.203 0.133
-0.036 -0.047 -0.082
0.043 0.018 0.059